[1]
DFT (ωB97M-V/def2-TZVPD) results for a single C3H6BrF2N molecule at a distorted geometry.

The value obtained for the highest occupied orbital energy is -10.27 eV. The orbital gap is 11.097 eV. As for the SMILES: CC(F)(F)[C@H](N)Br. As for the total energy: -2946.4109 a.u. Its relative energy (zero: lowest compared OMol25 entry of this formula, charge and spin) is 0.0 kJ/mol. As for the LUMO energy: 0.0302 hartree. As for the spin multiplicity: 1.

Geometry as XYZ:
```
13
Properties=species:S:1:pos:R:3:forces:R:3
H 1.7251 -0.0806 0.2362 1.099 -1.638 -0.158
C 1.3045 0.8579 0.3668 -1.676 1.796 0.885
N -0.0430 -1.6006 -0.5897 -2.353 0.744 -2.135
H 0.0132 -1.1480 -1.5786 -0.065 -0.947 2.133
Br -2.7537 -0.4736 0.1947 0.996 -0.557 -0.138
H -0.7551 -2.3546 -0.7552 1.185 0.527 0.363
F -0.9086 1.6797 0.6589 -0.051 0.581 0.492
H 1.2924 1.1689 1.4158 0.500 -0.165 -0.094
C -0.7296 -0.6283 0.2711 0.506 0.066 0.100
C -0.1756 0.7612 0.0028 0.939 -0.569 0.674
H 1.7910 1.6140 -0.2438 -0.033 0.011 0.018
F -0.3010 1.0234 -1.2874 -0.433 0.538 -2.233
H -0.4597 -0.8193 1.3085 -0.615 -0.388 0.093
```
Forces are in eV/Å.

Mulliken population analysis, charges in e, atoms 1 to 5: atom 1 (H): 0.414, atom 2 (C): -1.334, atom 3 (N): -0.600, atom 4 (H): 0.314, atom 5 (Br): -0.185

[2]
DFT (ωB97M-V/def2-TZVPD) results for 7 unconnected molecules or ions with the total composition C15H35Cl12OP.

The value obtained for the highest occupied orbital energy is -9.41 eV. The orbital gap is 9.974 eV. As for the SMILES: CCCO[PH4].ClCCCl.ClCCCl.ClCCCl.ClCCCl.ClCCCl.ClCCCl. As for the total energy: -6531.3786 a.u. As for the LUMO energy: 0.0206 hartree. As for the spin multiplicity: 1.

Geometry as XYZ:
```
64
Properties=species:S:1:pos:R:3:forces:R:3
H -0.4770 -2.0285 -2.8370 -0.026 -0.044 -0.018
H -3.1610 1.1983 1.2938 0.001 -0.029 0.015
C -2.1500 0.9437 0.9865 0.036 0.056 -0.049
H 2.6495 5.7046 5.9694 0.009 -0.004 0.010
H 0.7436 -2.7991 6.4470 0.035 -0.001 -0.011
H 1.5640 -4.4780 -4.9600 0.062 0.032 0.029
H 1.0946 -5.3140 -2.7253 -0.104 -0.016 0.080
H -3.3807 -0.7778 -10.9950 -0.018 -0.001 0.007
Cl -1.5599 0.7834 3.6530 -0.014 0.011 0.018
H -4.8642 0.4527 -3.6940 -0.007 -0.033 0.012
Cl 5.7113 3.8544 5.6577 0.003 0.020 0.006
H -2.4128 -2.2302 -10.6814 -0.002 -0.008 0.013
P 0.6654 -4.6727 -3.9007 0.039 0.118 -0.050
H -0.3478 0.0250 -1.3986 -0.051 0.163 -0.154
H 2.2071 -1.5711 -1.8476 -0.006 -0.046 0.036
H 0.2685 -5.9569 -4.4533 -0.001 -0.005 0.003
H 1.1219 6.4076 6.5359 -0.009 -0.005 0.028
Cl -2.5229 -1.8415 -5.3834 0.043 -0.037 0.027
Cl 3.7720 2.4423 3.2413 -0.004 0.006 -0.012
Cl -2.1001 -0.8106 0.6837 -0.022 -0.102 0.114
O 1.1855 -3.1521 -3.3041 0.038 -0.008 -0.163
H 1.2985 0.6610 -1.2676 -0.016 0.070 -0.085
H 3.7038 6.3061 8.1765 -0.009 -0.008 0.008
H -4.5567 -2.0022 -4.2142 0.029 -0.001 0.017
H -0.1450 0.9859 1.7812 -0.006 -0.030 0.022
H 3.4707 3.2446 5.9932 -0.034 -0.067 0.001
Cl -3.0416 -0.3241 -2.4276 -0.116 0.050 -0.036
H -4.6865 -0.9778 -5.6607 0.032 0.010 -0.008
H -0.0728 -3.2694 -1.6580 0.062 -0.043 0.003
C -1.1357 1.3654 2.0200 0.027 0.028 -0.028
C -2.8360 -1.0895 -8.9320 0.054 -0.044 -0.005
H 3.5581 0.9247 5.0168 -0.002 0.031 -0.012
C -3.2116 -1.5965 -10.3004 0.022 0.016 -0.024
C 2.0496 5.9363 6.8489 0.046 -0.007 -0.071
Cl -4.0070 0.1118 -8.3209 -0.023 0.030 0.027
H -3.3146 0.7801 -4.4914 0.011 -0.012 0.002
C -3.8936 0.0336 -3.9532 0.052 0.019 -0.049
H 1.1318 -1.7222 -0.4694 -0.038 0.032 0.015
C 4.2997 1.6799 4.7659 0.004 -0.023 0.011
C 0.5960 -2.3062 5.4879 -0.078 0.008 0.036
H -0.3330 -4.0247 4.6345 -0.012 0.013 -0.009
C 0.4720 -3.3333 4.3909 0.042 0.030 0.012
H 1.3958 -3.8908 4.2593 0.010 0.018 0.009
C 4.3884 2.6743 5.8924 0.010 0.046 0.017
Cl 1.8640 7.4103 9.1440 0.000 -0.001 0.007
C 0.3662 -2.5228 -2.3374 -0.083 -0.026 0.190
H -0.6678 -4.2238 -3.9887 -0.047 -0.019 0.037
H 4.5878 2.1551 6.8280 0.009 -0.008 -0.011
H -1.1011 2.4521 2.0725 -0.002 -0.003 0.002
H -0.2895 -1.6774 5.5363 0.006 0.009 -0.021
Cl -4.6939 -2.5869 -10.2648 -0.008 -0.002 -0.001
Cl 0.0685 -2.5683 2.8365 -0.025 -0.069 -0.081
C 0.6670 -0.0636 -1.7852 0.159 -0.348 0.314
H 3.1789 7.7049 7.2225 -0.012 0.000 -0.003
H -1.9318 1.4316 0.0368 0.023 0.004 0.013
C 1.1646 -1.4875 -1.5349 0.095 0.044 -0.232
C 2.8408 6.8276 7.7709 0.034 0.008 -0.011
C -4.0822 -1.2084 -4.7851 -0.091 0.002 -0.048
H 0.6735 0.1412 -2.8560 -0.068 0.149 0.014
H -1.8680 -0.5937 -8.9767 -0.011 0.015 -0.008
H -2.7896 -1.8949 -8.2048 -0.023 0.008 0.001
H 5.2565 1.1993 4.5791 0.002 0.019 -0.018
Cl 1.6271 4.3817 7.6189 -0.056 0.017 0.033
Cl 1.9916 -1.2238 5.2282 0.031 -0.038 0.031
```
Forces are in eV/Å.

Mulliken population analysis, charges in e, atoms 1 to 5: atom 1 (H): -0.085, atom 2 (H): 0.454, atom 3 (C): -0.488, atom 4 (H): 0.275, atom 5 (H): 0.339

[3]
DFT (ωB97M-V/def2-TZVPD) results for a molecular structure, C20H16FN11O2ReS at a distorted geometry.

The value obtained for the highest occupied orbital energy (spin up / spin down) is -8.76 / -8.67 eV. The orbital gap (spin up / spin down) is 6.508 / 6.851 eV. As for the total energy: -2100.7585 a.u. Its relative energy (zero: lowest compared OMol25 entry of this formula, charge and spin) is 180.0 kJ/mol. As for the LUMO energy (spin up / spin down): -0.0826 / -0.0667 hartree. As for the spin multiplicity: 2.

Geometry as XYZ:
```
52
Properties=species:S:1:pos:R:3:forces:R:3
N 2.6917 1.1699 -3.6483 0.465 -1.275 -0.988
Re 0.6204 -1.1029 -0.8121 4.693 0.104 0.901
C -2.4605 1.5609 -0.7229 0.173 -0.534 0.102
C 2.5396 -2.8017 0.8464 -0.165 0.073 -0.233
C -2.1379 -1.0644 3.6329 0.163 -0.167 0.047
N 1.2112 -4.3224 -3.1214 -0.576 -1.077 0.505
H 1.8154 -3.5725 0.6111 0.006 -0.082 0.016
O -3.0661 -0.9603 -0.3589 0.182 0.240 -0.058
H -1.2204 4.6475 -0.2793 0.085 0.088 0.033
O -1.2899 -0.4779 -1.9898 0.809 0.003 0.037
C -0.1282 -2.2398 3.1146 -0.074 -0.139 0.319
H -1.1769 -2.4470 4.9754 0.017 -0.072 0.057
H -4.6231 5.5462 0.6487 -0.048 0.031 0.027
H 3.2580 0.4427 0.2299 0.050 0.098 -0.119
N 1.2786 -2.4379 -2.1477 -0.254 0.497 -1.202
C 2.2867 -0.0095 -3.2185 -0.546 0.682 0.878
H 5.1998 -0.1298 1.6337 0.064 0.113 0.066
N -0.0527 -1.6666 1.9286 -0.481 0.418 -0.704
C -3.8138 1.8362 -0.6828 -0.252 -0.187 -0.035
C -1.1469 -1.9644 4.0119 -0.115 0.101 -0.053
C 1.8739 -2.3461 -3.3740 -0.556 -0.532 0.500
C 4.4374 -0.8612 1.4205 0.211 -0.259 0.210
N 1.8245 -3.5225 -3.9678 1.037 1.396 -1.004
H -4.1133 6.0180 -0.9679 -0.005 0.074 -0.019
C -3.3062 4.1567 -0.3054 -0.037 -0.052 -0.043
F 5.5866 -2.4305 2.7470 -0.114 -0.003 -0.105
H -0.4591 2.3275 -0.6497 0.133 0.040 0.016
H 0.6557 -2.9510 3.3375 0.035 -0.085 0.095
C -1.5135 2.5603 -0.5977 0.152 0.136 -0.011
C 2.3785 -1.5180 0.3027 -0.583 0.327 -0.224
C 3.5963 -3.1084 1.6814 0.134 -0.068 0.026
N 0.8811 -3.7129 -2.0578 -0.416 -0.853 0.933
H -5.2910 3.3610 -0.4413 -0.102 -0.010 0.016
C -1.9485 3.8585 -0.3889 -0.031 -0.098 -0.061
H 2.8542 -1.2053 -4.7682 -0.008 -0.045 0.073
H -4.5123 1.0221 -0.7889 -0.175 -0.049 0.040
H -2.7937 0.2717 2.0641 -0.110 0.031 0.060
H -2.9696 -0.8585 4.2916 -0.007 0.049 0.043
N 2.3256 2.0359 -2.7222 -0.141 0.900 0.367
C 4.5437 -2.1344 1.9476 -0.159 0.247 -0.071
C 3.3548 -0.5631 0.6133 -0.504 0.070 -0.326
C -0.9732 -0.7633 1.5850 -0.506 -1.093 2.439
N 1.7242 1.4633 -1.7618 -0.310 0.696 1.275
N 1.6693 0.1498 -2.0037 -0.331 -1.176 -1.152
C -2.0602 -0.4432 2.4027 0.466 0.143 -0.342
C -3.7809 5.5514 -0.0403 0.025 0.035 -0.031
C -4.2357 3.1354 -0.4825 0.173 -0.013 -0.016
H -2.9878 6.1581 0.3863 0.042 0.106 0.008
H 3.7083 -4.0897 2.1157 0.017 -0.121 0.000
S -1.9549 -0.1379 -0.7326 -2.075 0.990 0.253
N -0.7390 -0.2276 0.3522 -0.533 0.343 -2.302
N 2.4395 -1.2026 -3.8485 0.083 -0.044 -0.249
```
Forces are in eV/Å.

Mulliken population analysis, charges in e, atoms 1 to 5: atom 1 (N): -0.532, atom 2 (Re): 0.940, atom 3 (C): 0.302, atom 4 (C): -0.574, atom 5 (C): -0.598

[4]
DFT (ωB97M-V/def2-TZVPD) results for 4 unconnected molecules or ions with the total composition C3H13NO3 at a distorted geometry.

The value obtained for the highest occupied orbital energy is -8.64 eV. The orbital gap is 9.409 eV. As for the SMILES: C/C=C/N.O.O.O. As for the total energy: -402.5515 a.u. Its relative energy (zero: lowest compared OMol25 entry of this formula, charge and spin) is 75.9 kJ/mol. As for the LUMO energy: 0.0282 hartree. As for the spin multiplicity: 1.

Geometry as XYZ:
```
20
Properties=species:S:1:pos:R:3:forces:R:3
H -2.1323 1.4211 3.9475 -0.105 -0.193 0.145
H -3.2068 1.7169 2.5846 -0.004 0.041 0.221
H 0.2987 1.0741 -1.7951 0.152 -0.661 0.621
O 1.1930 -1.6148 -2.8247 0.164 -0.609 -0.121
H -3.2496 0.1552 3.3484 0.228 -0.255 0.031
H 0.2914 1.8282 -3.0265 0.042 0.460 -0.915
H -1.1365 2.3670 1.0766 -0.338 -0.146 -0.152
C -2.5771 0.9588 3.0649 -0.100 1.011 -1.154
O 0.5495 0.9634 -2.7250 -0.272 0.535 0.565
H 2.0559 -3.3873 0.3599 0.039 -1.325 -0.310
H 0.7121 0.1301 0.6297 -0.052 0.177 -0.017
C -0.8417 1.3259 1.2166 -0.422 1.060 0.000
N 0.3110 1.0477 0.4302 -0.511 -0.646 0.276
H -0.9432 -0.3260 2.4005 -0.304 -0.324 -0.443
H 0.9608 -1.9506 -3.6962 0.043 -0.195 0.150
C -1.4847 0.5723 2.0946 1.066 -0.926 1.070
H 1.0858 -0.6632 -2.9232 -0.073 0.383 0.094
O 1.9470 -2.4914 0.1155 -0.043 2.032 0.777
H 0.9759 1.7613 0.6688 0.584 0.140 -0.200
H 1.7757 -2.3391 -0.8119 -0.095 -0.559 -0.637
```
Forces are in eV/Å.

Mulliken population analysis, charges in e, atoms 1 to 5: atom 1 (H): 0.241, atom 2 (H): 0.304, atom 3 (H): 0.362, atom 4 (O): -0.653, atom 5 (H): 0.325